{"formula": "C49H97BFIO17PS7", "method": "ωB97M-V with the def2-TZVPD basis set", "homo_ev": -4.73, "fmax_ev_per_a": 5.81, "lumo_ev": 1.658, "charge": -1, "species": ["H", "H", "O", "H", "C", "C", "H", "C", "O", "C", "C", "C", "O", "H", "C", "H", "C", "H", "C", "S", "O", "C", "C", "C", "B", "C", "H", "H", "H", "H", "C", "H", "C", "O", "C", "S", "O", "H", "H", "C", "H", "F", "H", "H", "H", "C", "O", "C", "H", "H", "I", "C", "H", "C", "H", "H", "H", "H", "H", "C", "H", "C", "H", "H", "H", "H", "H", "H", "H", "S", "H", "H", "H", "H", "H", "H", "H", "H", "H", "H", "C", "H", "H", "C", "H", "H", "H", "O", "O", "H", "H", "C", "O", "S", "C", "H", "H", "H", "C", "C", "H", "H", "S", "O", "O", "C", "S", "H", "H", "H", "C", "H", "O", "H", "C", "H", "C", "H", "H", "O", "P", "C", "H", "H", "O", "C", "C", "H", "H", "C", "H", "C", "H", "C", "H", "H", "O", "H", "H", "C", "H", "S", "H", "H", "H", "H", "H", "H", "H", "H", "H", "H", "O", "C", "H", "H", "C", "C", "C", "H", "H", "H", "C", "H", "C", "H", "H", "H", "H", "C", "H", "C", "H", "C"], "positions_angstrom": [[5.627, 3.780, 4.621], [1.806, -0.637, -2.740], [-1.110, 2.765, 3.713], [3.930, -3.187, -0.814], [-6.836, -1.088, 4.955], [6.832, 7.137, 4.770], [2.031, 1.546, -0.343], [-0.696, 1.984, -0.529], [4.691, 6.031, 5.832], [6.549, 5.219, 3.244], [2.278, -0.325, -1.725], [3.078, -6.393, -2.196], [4.253, 3.428, -3.278], [-5.024, -0.793, 3.778], [3.926, 4.002, -6.802], [-6.224, -0.926, 5.845], [1.939, 4.177, 4.884], [-3.844, 3.072, -2.015], [-7.194, -2.565, 4.776], [6.119, 5.823, 5.753], [3.350, -5.042, -2.618], [2.992, -2.869, -1.423], [-11.752, -5.419, -5.051], [7.384, 6.474, 3.506], [1.787, -2.858, 1.135], [-5.926, -1.609, -3.364], [-6.669, -1.782, -0.241], [-7.902, -2.905, 5.535], [-7.983, -2.010, -1.557], [6.039, 7.850, 4.534], [1.735, 1.150, -1.393], [3.430, -0.192, -1.806], [-1.778, 3.067, -1.066], [-7.517, -0.879, 1.471], [-12.063, -6.600, -4.130], [-10.082, -5.332, -2.985], [-10.598, -4.957, -1.689], [10.066, 3.540, -3.306], [3.665, -4.271, 1.075], [-3.290, 2.508, -1.163], [8.831, 3.667, -1.193], [1.011, -0.514, 0.580], [1.186, 1.578, 4.209], [1.687, -4.817, -1.334], [-10.050, -7.411, -4.100], [-10.755, -6.926, -3.421], [-8.668, -5.326, -3.284], [4.004, 5.288, -5.978], [8.790, 1.902, -1.064], [2.744, 0.622, 6.137], [4.096, -0.889, 0.691], [-7.047, -2.498, -1.071], [9.997, 0.505, -3.308], [1.465, 2.287, 3.425], [-6.308, 0.407, 3.456], [7.008, 4.577, 2.489], [3.347, 1.989, -6.190], [3.125, -0.940, 6.923], [-4.832, -2.713, -1.718], [-6.337, -4.793, 0.204], [2.884, -6.645, -1.079], [5.828, -0.973, 5.311], [5.554, 5.506, 2.886], [1.718, 3.649, 5.818], [1.972, 5.208, -5.220], [6.624, 2.458, -2.061], [-12.442, -7.460, -4.687], [3.402, 2.644, 4.348], [6.546, -1.566, 5.879], [3.230, 3.437, -4.299], [4.961, 2.496, -5.612], [2.331, 1.850, -2.116], [-11.151, -5.765, -5.899], [-2.523, 0.491, -2.061], [2.605, 5.008, 5.127], [10.049, 1.636, -4.690], [-5.189, 1.567, -2.790], [-1.159, 1.108, 0.049], [10.898, 2.434, -2.213], [-6.057, -3.771, -2.646], [8.781, 2.740, -1.769], [-6.290, -3.177, 4.857], [-10.891, -7.531, -2.525], [-4.825, 0.600, -2.271], [-3.503, 0.391, -0.477], [7.358, 7.162, 2.657], [-12.823, -6.308, -3.399], [6.934, 5.611, 6.927], [3.050, -7.305, -3.091], [-1.517, 3.531, -2.081], [0.136, 2.242, -2.585], [2.529, -4.291, 1.332], [7.431, 1.811, -5.114], [-6.706, -1.675, 2.365], [-1.176, -4.381, 0.050], [-5.585, 0.321, -1.435], [3.493, -0.223, 3.964], [-6.942, -1.066, -3.414], [-0.505, -3.377, -0.427], [7.526, 2.684, -2.630], [-6.344, -4.802, 1.351], [2.990, 3.765, 3.040], [7.852, 1.377, -3.799], [5.453, -0.033, 7.756], [1.936, 2.827, -4.102], [-10.954, -4.399, -4.237], [0.078, 3.378, 3.160], [-0.017, 2.566, 0.214], [2.509, -4.578, 2.463], [-8.782, -2.249, 3.329], [3.398, -0.250, 6.121], [7.618, 7.631, 5.342], [0.132, 3.866, 1.800], [5.013, 5.401, -5.565], [3.942, 2.827, -5.823], [-5.286, -4.435, -0.112], [9.957, 2.610, -2.739], [1.701, 1.754, 2.503], [-8.167, -4.488, -1.111], [7.416, 0.128, -3.222], [1.928, -1.658, -0.388], [9.637, 1.459, -3.696], [1.623, -3.900, -2.950], [-5.847, -2.216, -4.355], [-5.617, -2.497, 1.893], [-7.779, -2.681, 3.374], [-6.101, -0.638, 3.691], [-12.663, -4.972, -5.457], [0.800, 5.577, 3.657], [-3.417, 0.938, -1.500], [2.518, -1.550, 4.614], [4.677, -1.832, 4.785], [3.785, 6.171, -6.582], [6.435, 4.510, 4.587], [0.050, -2.342, 2.078], [6.338, -0.448, 4.500], [0.998, -2.431, 2.308], [3.444, -2.307, -2.339], [4.520, -2.686, 5.452], [2.584, 3.207, 3.892], [0.281, -2.291, -2.325], [5.089, 0.252, 6.385], [2.992, 3.993, -7.375], [4.903, -2.228, 3.792], [-7.793, -3.704, 2.998], [7.393, 3.610, -3.193], [-8.231, -3.593, 0.517], [-0.440, -1.267, -1.015], [-0.127, 4.869, 5.011], [4.749, 3.930, -7.518], [2.042, -5.178, 0.794], [-1.712, -5.169, 0.696], [5.278, 1.559, 5.792], [3.423, -0.958, 4.773], [-7.754, -0.503, 5.076], [-11.610, -3.688, -3.732], [-7.536, -3.866, -0.374], [-4.657, -0.617, -3.332], [2.996, 5.118, -4.850], [-10.233, -3.864, -4.857], [8.429, 6.190, 3.666], [-3.713, -1.249, -3.102], [0.263, -2.188, -1.165], [-4.580, -0.143, -4.387], [2.296, -4.157, -2.037], [7.381, 4.039, 4.864], [-0.298, 0.488, -2.280], [-3.856, 2.796, -0.194], [-6.493, -5.881, -0.171], [0.636, 4.678, 4.256], [-1.791, 3.948, -0.303], [0.182, 1.416, -1.766], [3.157, 5.807, -4.021], [-5.896, -2.722, -2.176]], "lowdin_charge": [0.08, 0.10, -0.33, 0.03, -0.22, -0.23, 0.10, -0.19, -0.32, -0.22, -0.38, -0.23, -0.32, 0.11, -0.22, 0.11, -0.21, 0.09, -0.23, 0.67, -0.11, -0.37, -0.22, -0.22, -0.65, -0.22, 0.06, 0.11, 0.12, 0.10, -0.24, 0.03, -0.20, -0.33, -0.23, 0.66, -0.32, 0.11, 0.06, -0.22, 0.11, -0.39, 0.11, 0.09, 0.11, -0.23, -0.32, -0.23, 0.12, 0.10, 0.58, -0.22, 0.11, -0.22, 0.11, 0.12, 0.11, 0.11, 0.11, -0.13, 0.16, -0.22, 0.12, 0.12, 0.11, 0.11, 0.11, 0.09, 0.10, 0.68, 0.09, 0.07, 0.12, 0.09, 0.09, 0.10, 0.10, 0.11, 0.11, 0.11, -0.22, 0.12, 0.11, -0.19, 0.11, 0.11, 0.12, -0.32, -0.02, 0.10, 0.08, -0.08, -0.34, 0.66, 0.06, 0.11, 0.08, 0.10, -0.15, -0.24, 0.05, 0.12, 0.67, -0.33, -0.32, -0.22, 0.68, 0.07, 0.07, 0.11, -0.23, 0.10, -0.33, 0.12, -0.21, 0.07, -0.23, 0.11, 0.06, -0.30, 0.36, -0.23, 0.13, 0.10, -0.31, -0.24, -0.22, 0.11, 0.10, -0.20, 0.12, -0.22, 0.11, -0.23, 0.08, 0.11, -0.04, 0.10, 0.12, -0.22, 0.09, 0.67, 0.12, 0.09, 0.10, 0.11, 0.10, 0.08, 0.10, 0.11, 0.05, 0.05, -0.34, -0.23, 0.12, 0.11, -0.24, -0.22, -0.23, 0.11, 0.12, 0.11, -0.27, 0.11, -0.22, 0.11, 0.09, 0.11, 0.07, -0.22, 0.10, -0.19, 0.11, -0.19]}

{"formula": "C2H6N2O", "method": "ωB97M-V with the def2-TZVPD basis set", "homo_ev": -9.35, "fmax_ev_per_a": 2.86, "lumo_ev": 1.125, "charge": 0, "relative_energy_kj_mol": 307.2, "species": ["C", "H", "C", "H", "O", "N", "H", "H", "H", "N", "H"], "positions_angstrom": [[-0.685, -0.510, 0.294], [-0.171, -1.459, -0.162], [0.472, 0.402, 0.079], [-2.127, 0.900, -0.108], [2.636, 0.674, -0.262], [-1.906, -0.064, -0.345], [-2.697, -0.627, -0.037], [-0.823, -0.703, 1.359], [3.383, 0.124, -0.558], [1.555, -0.233, -0.279], [0.365, 1.495, 0.019]], "nbo_charge": [-0.28, 0.22, 0.04, 0.35, -0.58, -0.83, 0.36, 0.18, 0.47, -0.13, 0.19]}

{"formula": "C18H52F4N8O10P2V2", "method": "ωB97M-V with the def2-TZVPD basis set", "s_squared": 12.007, "homo_ev": [-12.67, -12.67], "fmax_ev_per_a": 4.62, "lumo_ev": [-5.343, -5.329], "charge": 2, "relative_energy_kj_mol": 83.4, "multiplicity": 7, "species": ["C", "C", "O", "C", "N", "N", "C", "H", "O", "H", "H", "O", "H", "H", "H", "H", "N", "H", "P", "O", "V", "H", "H", "N", "H", "H", "H", "C", "H", "H", "O", "H", "H", "V", "H", "H", "H", "O", "P", "H", "H", "N", "H", "C", "H", "H", "C", "O", "H", "F", "C", "H", "H", "O", "H", "N", "C", "C", "H", "H", "H", "H", "H", "F", "C", "C", "H", "H", "F", "O", "C", "H", "O", "H", "H", "H", "C", "N", "H", "H", "H", "H", "C", "H", "N", "H", "H", "H", "H", "H", "C", "H", "F", "C", "H", "C"], "positions_angstrom": [[2.630, 1.836, -6.190], [-3.302, 1.135, -0.559], [1.509, -0.030, 1.569], [-4.095, 1.633, 3.544], [-5.073, 1.420, 4.371], [-1.207, -2.984, -2.676], [0.824, 1.794, -4.584], [-5.559, -0.180, -0.032], [-3.833, 0.910, 2.592], [0.099, 1.658, -5.386], [4.664, 3.278, 2.727], [2.031, 2.289, -4.997], [-1.562, 2.090, -3.780], [3.598, 1.868, 4.927], [2.249, 2.733, 4.164], [-0.590, 1.524, -2.334], [-4.548, -2.086, 1.584], [-5.712, 0.642, 4.452], [0.286, 0.689, 1.133], [-1.061, 0.441, 1.703], [3.132, -1.392, 2.266], [3.990, -2.610, -2.460], [1.278, 0.166, 3.994], [3.033, -0.696, 4.435], [3.071, -2.940, -0.177], [-2.778, 0.808, -1.457], [5.478, -0.356, -1.101], [-4.690, -0.772, -0.318], [4.144, 2.547, 1.263], [4.202, 0.517, -2.029], [3.361, 1.647, 2.895], [0.228, -0.401, -1.857], [-4.785, -3.037, 1.825], [-2.743, -0.926, 1.956], [1.123, 4.545, -4.321], [0.488, -1.685, -3.043], [-1.329, 3.132, -2.304], [-1.236, -2.402, 2.249], [-0.023, -3.234, 2.594], [-6.515, -2.757, -1.078], [1.166, -0.547, 6.270], [-3.431, 2.695, 3.944], [1.157, 2.768, -2.744], [2.121, 0.450, 4.624], [2.468, -0.512, -0.953], [-4.195, 1.700, -0.826], [-0.926, -2.038, -1.803], [3.027, -1.166, -3.489], [3.968, -0.438, 4.717], [0.510, 2.320, 1.218], [-6.050, -2.961, -0.114], [0.932, 0.804, -4.140], [3.125, -2.603, -4.964], [1.422, -2.735, 2.280], [-5.875, -4.008, 0.134], [-0.076, -1.238, -2.335], [3.134, -1.953, -2.305], [4.427, -0.068, -1.137], [-3.678, 3.077, 4.846], [-3.862, -2.664, -0.231], [-5.300, -1.576, 2.025], [1.940, 1.815, -7.033], [-4.650, -0.727, -1.407], [0.208, 0.433, -0.513], [3.363, -1.128, -1.041], [3.784, 2.849, 2.246], [3.426, 2.507, -6.512], [4.471, -2.395, -0.068], [-0.149, -4.682, 1.988], [-1.476, -1.936, -0.692], [2.793, 1.789, 4.196], [-2.591, 3.053, 3.513], [-3.494, -0.100, 0.161], [-6.787, -2.587, 0.596], [2.929, 3.523, 2.310], [2.433, 0.491, 6.728], [1.584, 0.435, 6.047], [0.249, 4.239, -3.917], [3.019, 0.826, -6.053], [1.707, -2.660, -4.099], [-1.107, -2.939, -3.680], [1.941, -1.293, -5.313], [-4.741, -2.173, 0.186], [0.276, 4.673, -3.006], [3.524, -2.072, 0.067], [2.828, -1.253, 5.252], [4.292, 0.607, -0.292], [-5.229, 2.135, 5.066], [0.825, 1.202, 6.205], [-1.651, -3.828, -2.342], [2.381, -1.927, -4.543], [-2.610, 1.848, -0.111], [-0.004, -3.480, 4.149], [-0.909, 2.363, -2.952], [2.207, -2.517, -2.206], [0.373, 2.788, -3.501]], "mulliken_spin": [0.00, 0.01, -0.07, 0.00, 0.00, 0.00, 0.00, 0.00, 0.04, 0.00, 0.00, 0.00, 0.00, 0.00, 0.00, 0.00, -0.01, 0.00, -0.01, -0.03, 3.02, 0.00, 0.00, 0.00, 0.01, 0.00, 0.00, 0.01, 0.00, 0.00, 0.01, 0.00, 0.01, 2.96, 0.00, 0.00, 0.00, 0.05, 0.02, 0.00, 0.00, 0.00, 0.00, 0.02, 0.01, 0.00, 0.01, 0.00, 0.01, 0.00, 0.01, 0.00, 0.00, 0.00, 0.00, 0.00, 0.00, -0.01, 0.00, 0.00, 0.01, 0.00, 0.00, 0.00, -0.03, 0.00, 0.00, 0.01, 0.00, 0.00, 0.00, 0.00, -0.09, 0.00, 0.00, 0.00, 0.00, 0.00, 0.00, 0.00, 0.00, 0.00, 0.04, 0.00, 0.00, 0.01, 0.00, 0.00, 0.00, 0.00, 0.00, 0.00, 0.00, 0.00, 0.00, 0.00]}

{"formula": "C5H8N2O", "method": "ωB97M-V with the def2-TZVPD basis set", "homo_ev": -8.72, "fmax_ev_per_a": 7.44, "lumo_ev": 0.405, "charge": 0, "relative_energy_kj_mol": 598.7, "species": ["H", "C", "N", "H", "C", "H", "O", "H", "C", "H", "N", "C", "H", "H", "H", "C"], "positions_angstrom": [[1.998, 1.056, -0.870], [-2.028, 0.321, -0.029], [0.290, 0.945, 0.048], [2.569, 0.163, 0.634], [0.114, -0.265, -0.350], [-3.846, -1.025, 0.327], [-1.203, -0.848, -0.414], [1.374, 2.437, -0.594], [1.292, -1.238, -0.114], [-1.500, 1.235, -0.246], [1.493, 1.608, -0.005], [-3.350, -0.097, 0.258], [3.219, -1.667, 0.683], [-3.997, 0.572, 0.871], [1.136, -2.326, -0.603], [2.438, -0.869, 0.402]], "nbo_charge": [0.31, 0.10, -0.36, 0.23, 0.47, 0.21, -0.50, 0.36, -0.28, 0.25, -0.61, -0.46, 0.22, 0.20, 0.22, -0.37]}